8 unconnected molecules or ions with the total composition C19H56Cl2O22P4, computed with the ωB97M-V functional and the def2-TZVPD basis.

CARTESIAN COORDINATES (ANGSTROEM)
C -4.78 -0.33 6.01
O -3.47 0.02 6.40
P -3.04 1.55 6.49
O -3.93 2.39 7.28
O -1.57 1.31 6.99
C -0.72 2.38 7.37
O -2.91 1.98 4.98
C -2.08 1.27 4.08
H -5.51 -0.31 6.81
H -4.76 -1.36 5.65
H -5.09 0.29 5.16
H -0.52 2.30 8.44
H -1.15 3.36 7.17
H 0.22 2.26 6.82
H -2.64 0.61 3.41
H -1.42 0.54 4.58
H -1.50 1.99 3.51
C 5.25 -4.21 0.86
O 3.91 -3.78 0.66
P 2.74 -4.84 0.45
O 2.54 -5.84 1.48
O 2.97 -5.42 -0.99
C 3.04 -4.54 -2.13
O 1.53 -3.84 0.23
C 1.10 -3.04 1.32
H 5.45 -4.41 1.92
H 5.93 -3.42 0.53
H 5.46 -5.11 0.29
H 3.78 -4.98 -2.80
H 3.42 -3.56 -1.87
H 2.07 -4.55 -2.61
H 1.69 -3.21 2.22
H 0.05 -3.17 1.59
H 1.20 -2.00 1.01
C -3.92 0.30 -5.56
O -4.91 -0.08 -4.61
P -4.78 0.43 -3.12
O -5.99 0.11 -2.37
O -4.46 1.96 -3.26
C -3.22 2.61 -2.92
O -3.43 -0.18 -2.55
C -3.41 -1.52 -2.07
H -4.13 -0.24 -6.48
H -2.93 0.01 -5.19
H -3.90 1.35 -5.83
H -3.41 3.59 -2.51
H -2.64 2.70 -3.84
H -2.67 1.96 -2.24
H -3.34 -1.55 -0.99
H -2.55 -2.05 -2.49
H -4.25 -2.13 -2.41
C 7.89 -0.18 -1.28
O 6.69 0.18 -1.97
P 5.29 -0.43 -1.62
O 5.09 -1.85 -1.88
O 5.09 0.04 -0.12
C 3.93 -0.45 0.56
O 4.30 0.45 -2.47
C 4.48 1.87 -2.61
H 8.54 -0.74 -1.94
H 7.66 -0.83 -0.43
H 8.32 0.73 -0.87
H 3.62 0.17 1.40
H 4.07 -1.46 0.92
H 3.11 -0.42 -0.16
H 5.26 2.24 -1.95
H 3.53 2.36 -2.38
H 4.69 2.07 -3.66
C 0.68 -1.42 -5.03
C 0.80 -2.91 -5.17
O -0.20 -3.42 -6.03
O -0.63 -1.16 -4.48
H 0.76 -0.96 -6.02
H 1.44 -1.04 -4.34
H 0.82 -3.41 -4.20
H 1.76 -3.12 -5.65
H -1.03 -2.98 -5.80
H -0.82 -0.22 -4.57
C -0.40 0.51 0.86
C -0.99 1.03 -0.42
O -0.41 0.35 -1.53
O 1.01 0.78 0.85
H -0.53 -0.57 0.93
H -0.84 1.06 1.69
H -0.92 2.11 -0.55
H -2.06 0.77 -0.45
H -1.07 -0.07 -2.09
H 1.27 0.46 -0.03
C -0.96 5.12 1.78
C -0.19 4.68 2.98
O -0.93 4.87 4.19
O -0.32 4.62 0.60
H -1.17 6.19 1.69
H -1.97 4.68 1.87
H 0.79 5.16 3.09
H 0.06 3.62 2.98
H -0.35 5.20 4.89
H -0.71 5.12 -0.12
C -5.64 0.67 0.57
Cl -5.85 0.03 2.23
Cl -4.47 2.00 0.55
H -5.23 -0.17 0.04
H -6.58 1.06 0.21

HOMO-LUMO gap = 10.41 eV
HOMO energy = -10.415 eV
SMILES string = COP(=O)(OC)OC.COP(=O)(OC)OC.COP(=O)(OC)OC.COP(=O)(OC)OC.ClCCl.OCCO.OCCO.OCCO